C54H129N7O6S3 | ωB97M-V/def2-TZVPD

Computed properties:
* energy above the lowest of the compared OMol25 structures with the same formula, charge and spin: 211.5 kcal/mol
* charge: 0

The geometry in XYZ format:
```
199
Properties=species:S:1:pos:R:3:forces:R:3
O -9.05346 -15.20735 -16.27864 -0.8 0.7 0.6
S -10.02250 -14.21621 -16.70541 -0.1 1.4 -1.4
O -10.69332 -14.46474 -17.97678 -0.4 -0.2 1.3
C -11.17004 -13.53100 -15.33274 1.4 0.3 0.0
C -11.21818 -11.98114 -15.55106 -1.6 -0.8 -0.2
C -9.83444 -11.58320 -15.88865 2.4 -0.8 -1.0
C -9.28073 -12.59000 -16.93820 0.6 1.5 0.2
H -10.54520 -13.59126 -14.44165 -0.1 -0.9 0.2
H -12.06465 -14.15093 -15.27405 0.0 0.4 0.0
H -12.00320 -11.80520 -16.28651 0.4 0.4 -0.4
H -11.47588 -11.35871 -14.69415 -0.5 -0.7 0.5
H -9.17481 -11.63808 -15.02264 -0.3 -0.1 0.4
H -9.63866 -10.59426 -16.30310 -0.6 0.1 0.1
H -8.19182 -12.63868 -16.93417 0.0 -0.3 0.2
H -9.53219 -12.08631 -17.87156 -0.3 -1.1 -0.5
O -0.99195 -9.56552 -3.47783 -1.3 0.1 0.5
S -2.15822 -9.77793 -2.63375 -1.4 -0.7 1.2
O -2.04162 -9.70047 -1.18479 0.3 0.2 -0.8
C -3.70469 -8.82554 -3.08906 0.4 0.4 0.0
C -4.48963 -9.75577 -4.01843 0.6 0.6 0.4
C -4.43800 -11.13140 -3.38889 0.6 -0.1 0.1
C -2.95379 -11.38040 -3.06098 0.0 -0.1 -1.0
H -3.40217 -7.83782 -3.43689 0.1 -0.2 -0.6
H -4.30687 -8.60176 -2.20849 0.4 -0.5 0.5
H -5.52802 -9.45742 -4.16278 0.2 0.3 -0.2
H -3.91931 -9.81216 -4.94560 -0.4 0.1 -0.4
H -4.82322 -11.80981 -4.15012 0.2 -0.4 0.3
H -5.03137 -11.23893 -2.48090 -0.2 0.2 -0.1
H -2.43765 -11.62692 -3.98884 0.1 -0.3 0.0
H -2.81779 -12.17688 -2.32940 0.4 0.4 0.1
O -10.92317 -7.61014 -9.81083 -0.2 2.1 -0.2
S -11.24605 -6.17691 -9.92658 -0.9 0.3 1.5
O -11.30899 -5.50465 -11.22383 0.2 -0.8 1.2
C -12.84917 -5.78428 -8.95812 0.1 -0.2 -1.5
C -12.40548 -5.06289 -7.71955 -1.0 -0.6 0.5
C -11.33356 -4.09362 -8.08120 1.0 -1.2 -0.7
C -10.23887 -5.09266 -8.71572 -1.1 0.5 -0.3
H -13.51652 -6.64089 -8.86339 0.5 -0.3 0.2
H -13.36667 -5.11568 -9.64607 0.1 0.2 0.0
H -13.18788 -4.54466 -7.16512 -0.5 -0.1 -0.4
H -12.00063 -5.75929 -6.98523 0.1 -0.2 0.0
H -11.17458 -3.61013 -7.11733 1.3 0.2 -0.3
H -11.68385 -3.35204 -8.79916 0.2 0.0 -0.1
H -9.90237 -5.78527 -7.94426 0.2 0.1 -0.1
H -9.42999 -4.66020 -9.30462 -0.1 0.0 0.2
C -3.84775 -5.40375 -9.62225 0.4 -0.8 2.6
C -2.72970 -4.37623 -9.28656 -2.1 1.1 1.8
N -3.37235 -3.05971 -8.87831 0.4 -1.2 -1.6
C -3.17419 -2.00012 -9.81392 -0.6 0.0 -0.1
C -4.46143 -1.25253 -9.90086 -0.2 2.0 0.7
C -3.54178 -2.69870 -7.43730 2.9 -3.0 -1.8
C -2.09922 -2.73945 -6.79160 -1.3 2.3 0.9
H -4.42704 -5.47387 -8.70159 -0.2 0.5 0.5
H -3.37695 -6.37380 -9.46266 0.0 -0.5 -1.3
H -4.69998 -5.37951 -10.30137 1.0 0.5 -1.0
H -2.28133 -4.68211 -8.34130 0.1 -0.8 -0.1
H -1.88867 -4.38411 -9.97989 -0.3 0.8 -0.4
H -2.30996 -1.37235 -9.59684 0.2 0.5 0.2
H -3.03521 -2.29174 -10.85494 0.4 -1.1 0.2
H -4.40149 -0.61527 -10.78314 -0.8 -0.1 -0.2
H -5.33405 -1.89258 -9.77056 0.1 -0.2 -0.9
H -4.57980 -0.56275 -9.06522 0.1 0.3 0.1
H -4.04994 -3.57426 -7.03323 -0.7 0.5 0.4
H -4.07584 -1.75591 -7.31886 0.2 -0.3 0.0
H -2.23864 -1.93832 -6.06575 0.7 0.1 0.6
H -1.34052 -2.34858 -7.46960 0.0 -0.4 -0.1
H -1.75617 -3.59806 -6.21436 -0.3 -0.3 -0.5
C -16.84167 -2.27954 -17.79877 -0.6 0.2 0.5
C -16.73680 -0.97494 -16.99054 0.5 1.1 -0.1
N -17.91111 -0.46006 -16.16780 0.2 -2.2 -1.4
C -18.08883 -1.29520 -14.98515 1.4 0.1 1.2
C -16.99928 -0.88776 -13.99413 -0.1 0.3 0.1
C -19.17675 -0.45752 -16.89429 -0.5 0.9 -0.1
C -20.15059 0.48732 -16.18741 -0.8 -0.7 -0.7
H -17.55755 -2.16636 -18.61289 -0.3 -0.2 0.2
H -17.13079 -3.07482 -17.11171 -0.3 -0.2 -0.2
H -15.93764 -2.63077 -18.29624 0.4 0.5 0.3
H -15.83766 -0.97790 -16.37439 -0.3 -0.5 0.5
H -16.41110 -0.14980 -17.62392 -0.6 0.1 -0.6
H -19.05874 -1.23015 -14.49206 -0.1 0.7 -0.3
H -17.98407 -2.37195 -15.11831 0.1 -0.3 -0.7
H -16.01951 -0.83183 -14.46850 0.0 -0.5 0.0
H -17.15816 0.14473 -13.68295 -0.3 -0.1 0.4
H -16.96684 -1.58960 -13.16078 0.1 0.2 0.2
H -19.73342 -1.38666 -17.01639 0.4 -0.8 0.4
H -19.09453 -0.17220 -17.94307 0.7 0.5 0.1
H -19.66644 1.34293 -15.71663 -0.2 0.0 -0.3
H -20.78585 -0.05011 -15.48334 0.4 0.0 0.5
H -20.87537 0.71732 -16.96837 -0.1 0.9 0.1
C -15.00396 -15.88622 -4.16769 1.2 1.8 -0.6
C -14.52967 -16.13209 -5.62869 -1.3 0.2 0.7
N -15.51134 -15.51838 -6.57972 1.1 -1.9 0.1
C -15.54231 -16.16526 -7.93256 0.8 1.7 0.8
C -15.78141 -17.60549 -7.82211 -1.4 -2.4 1.2
C -15.31743 -14.09284 -6.62354 -2.7 0.3 -0.4
C -14.11179 -13.53994 -7.26261 1.9 1.1 0.1
H -14.17109 -15.83020 -3.46678 0.2 -1.7 0.3
H -15.87536 -16.50045 -3.94079 0.4 0.2 0.4
H -15.16528 -14.82551 -3.97537 -1.3 0.3 -0.6
H -13.53417 -15.75805 -5.86779 0.3 -0.1 0.4
H -14.53303 -17.22206 -5.62254 0.2 0.1 -0.9
H -16.31480 -15.63962 -8.49388 -0.3 -0.2 0.0
H -14.64457 -15.99270 -8.52618 0.5 0.2 0.1
H -15.09314 -18.25493 -7.28118 1.2 0.5 -0.7
H -16.55968 -17.78254 -7.07977 -1.0 0.4 -0.3
H -16.08801 -18.13344 -8.72509 0.2 0.3 -0.1
H -15.56630 -13.67926 -5.64624 0.7 0.0 0.2
H -16.19801 -13.75349 -7.16899 -0.1 0.3 -0.4
H -13.25176 -13.63839 -6.60022 0.4 -0.6 -0.3
H -14.09508 -12.45382 -7.35305 -0.7 0.2 0.0
H -13.89902 -13.88954 -8.27286 0.0 -0.4 0.2
C -7.77237 -15.52379 -9.20943 0.2 0.6 -0.6
C -8.36366 -16.22977 -8.04791 -0.2 0.6 1.7
N -8.35352 -17.66903 -8.17027 -1.1 -0.9 -0.4
C -9.24199 -18.15044 -9.28579 -0.6 1.2 1.0
C -8.50051 -18.93252 -10.25075 0.9 -0.5 -2.8
C -8.77329 -18.34153 -6.93408 1.6 1.2 0.5
C -7.73624 -18.03059 -5.72437 -1.1 -0.6 -0.8
H -8.30328 -15.85129 -10.10328 0.6 0.1 -0.4
H -6.69226 -15.66952 -9.22456 -0.1 -0.5 -0.5
H -7.86796 -14.43898 -9.16322 -0.4 0.1 0.2
H -7.84689 -15.89109 -7.14994 0.7 -0.6 0.1
H -9.33090 -15.82365 -7.75193 -1.0 -0.1 -0.6
H -9.76192 -17.33107 -9.78219 0.3 0.5 0.0
H -10.09822 -18.77196 -9.02370 -0.1 0.0 1.2
H -9.04319 -19.01418 -11.19252 -0.8 -0.5 0.1
H -8.26939 -19.94515 -9.92021 0.5 0.2 0.0
H -7.68542 -18.35625 -10.68851 0.8 -0.3 0.8
H -9.80376 -18.04463 -6.73891 -0.2 0.4 0.8
H -8.88449 -19.40064 -7.16649 0.7 -0.2 0.3
H -7.75440 -17.04748 -5.25398 -1.0 0.1 -0.1
H -7.93818 -18.77349 -4.95274 0.2 0.1 0.1
H -6.68088 -18.04070 -5.99677 -0.1 -0.8 -0.6
C -9.48491 2.06238 -14.13846 0.6 0.7 0.6
C -9.36692 3.55390 -13.65276 0.6 0.4 -0.2
N -9.35235 3.92897 -12.18636 -1.1 -1.1 -1.9
C -9.24429 5.38894 -12.08768 -1.2 -0.8 1.7
C -7.87937 5.82083 -11.81328 1.6 0.3 -0.8
C -10.62014 3.45376 -11.62126 0.4 0.4 1.5
C -10.37644 3.25729 -10.14350 -0.8 -1.3 -0.1
H -10.42442 1.56460 -13.89840 0.1 0.1 0.1
H -8.63027 1.46967 -13.81229 -0.2 0.0 0.9
H -9.29463 1.95052 -15.20588 -0.6 0.7 -0.3
H -8.45171 3.94786 -14.09467 0.3 -0.1 0.1
H -10.11589 4.22057 -14.08018 -0.6 -0.4 -0.5
H -9.73200 5.92325 -12.90301 0.1 0.0 -0.3
H -9.68500 5.76515 -11.16445 -1.3 -0.5 0.0
H -7.94645 6.90466 -11.71885 0.8 0.1 -0.4
H -7.45963 5.42783 -10.88728 -0.3 -0.2 0.0
H -7.28528 5.43021 -12.63946 0.8 0.7 0.0
H -10.93618 2.47935 -11.99374 0.1 0.3 -0.5
H -11.45300 4.15617 -11.65382 -0.2 0.3 -0.9
H -10.02616 4.16672 -9.65530 0.3 -0.4 0.1
H -9.77153 2.35111 -10.11155 0.8 0.5 0.7
H -11.30907 2.90279 -9.70460 -0.3 0.4 0.4
C -22.30117 -3.77216 -3.65281 -2.3 -0.4 -0.6
C -22.47908 -4.58792 -4.93883 1.9 0.3 -1.3
N -21.14514 -4.79045 -5.54278 2.4 -1.0 1.5
C -20.37961 -5.82269 -4.69862 -1.5 0.2 -2.0
C -18.90871 -5.77003 -4.95240 0.7 0.1 -0.6
C -21.08921 -5.13792 -7.01889 -1.3 -0.3 3.4
C -21.32551 -3.87991 -7.65957 -0.3 2.7 -3.0
H -21.61730 -2.93373 -3.78492 0.3 -0.5 0.3
H -22.26079 -4.38420 -2.75176 0.8 0.2 0.0
H -23.30399 -3.34776 -3.60467 -0.1 0.5 0.6
H -22.99414 -5.54409 -4.84637 -0.3 -0.2 0.5
H -23.05796 -3.99738 -5.64894 -0.1 0.0 0.0
H -20.63301 -5.82430 -3.63849 -0.1 0.5 -0.1
H -20.79192 -6.74009 -5.11869 0.2 -0.8 0.4
H -18.46249 -4.87711 -4.51458 0.2 -0.2 0.2
H -18.39691 -6.70085 -4.70798 0.0 0.1 0.8
H -18.68135 -5.72441 -6.01745 -0.3 0.3 -0.2
H -21.93519 -5.81972 -7.10585 0.1 -0.5 -0.9
H -20.16840 -5.51417 -7.46460 0.1 -0.5 1.0
H -22.28464 -3.38300 -7.51380 -0.2 -0.4 0.0
H -21.16829 -4.05469 -8.72392 -0.5 0.3 -0.5
H -20.60818 -3.08325 -7.46242 0.4 -0.3 0.6
C -14.40421 0.04891 2.29677 0.5 1.3 -0.4
C -13.26587 1.17605 2.24453 -0.3 -1.4 -0.4
N -11.89396 0.72303 1.93391 0.1 1.8 1.6
C -11.43338 0.55650 0.57182 -0.9 0.0 -0.4
C -12.21688 1.27269 -0.57023 0.2 -1.9 1.0
C -11.29342 -0.35080 2.72528 -0.5 1.3 0.5
C -11.28623 -0.05930 4.21091 -0.8 0.0 0.8
H -15.36420 0.55977 2.22244 -0.1 0.1 -0.3
H -14.49278 -0.45616 3.25862 0.6 -0.2 0.0
H -14.31741 -0.66817 1.48046 0.0 -0.1 0.1
H -13.46361 1.96774 1.52188 -0.4 -0.4 -0.3
H -13.43327 1.71292 3.17825 1.0 -0.1 0.4
H -10.36984 0.78931 0.51903 0.1 0.1 0.0
H -11.53132 -0.52740 0.51121 0.3 -0.4 -1.5
H -13.19744 0.79713 -0.54900 -0.6 0.8 0.2
H -12.21407 2.35923 -0.48347 -0.1 -0.2 -0.2
H -11.86914 0.86249 -1.51834 0.6 0.6 -0.1
H -10.23733 -0.45350 2.47581 -0.2 -0.2 -0.7
H -11.89358 -1.22793 2.48333 0.5 -0.8 0.2
H -12.26763 -0.28024 4.63061 0.0 -0.2 0.2
H -11.12194 0.98141 4.49028 0.2 0.2 -0.6
H -10.53105 -0.62097 4.76075 -0.1 -0.3 -0.1
```
Forces are in eV/Å.

Cl3H2N3 | ωB97M-V/def2-TZVPD

Computed properties:
* energy above the lowest of the compared OMol25 structures with the same formula, charge and spin: 33.7 kcal/mol
* charge: 0

The geometry in XYZ format:
```
8
Properties=species:S:1:pos:R:3:forces:R:3
N -1.30564 0.23190 -0.40666 -1.7 -0.2 -0.6
N -0.09005 0.59711 -0.19242 2.4 -0.4 -0.3
Cl 0.19027 1.45656 1.35830 -0.3 -0.6 -0.5
N 0.93524 -0.83819 -0.20079 0.4 2.4 -1.2
Cl 1.38961 -1.56639 1.26886 -0.4 0.2 0.4
Cl 2.41998 0.03096 -0.81713 -0.8 -0.8 0.3
H -1.73507 -0.31175 0.30658 -0.9 -0.4 0.3
H -1.80433 0.39981 -1.31675 1.4 -0.2 1.4
```
Forces are in eV/Å.

C4H10 | ωB97M-V/def2-TZVPD

Computed properties:
* energy above the lowest of the compared OMol25 structures with the same formula, charge and spin: 106.5 kcal/mol
* charge: 0

The geometry in XYZ format:
```
14
Properties=species:S:1:pos:R:3:forces:R:3
C 0.71549 0.18705 -1.54879 1.4 -5.8 -0.4
C -0.45244 -0.45993 -0.75256 5.6 17.8 2.9
C -0.18354 -0.61235 0.66403 -1.5 -0.7 2.0
C -0.39215 0.58400 1.60860 11.5 -2.1 1.4
H 1.75054 -0.39253 -1.59145 -2.1 0.1 0.3
H 1.03914 0.93350 -0.99490 1.0 4.5 1.9
H 0.53478 0.31546 -2.57012 -0.6 1.0 -1.4
H -1.29143 0.33986 -1.04425 1.2 -1.5 1.3
H -0.76870 -1.16809 -1.07393 -6.2 -15.4 -7.3
H 0.74193 -1.05479 0.86718 2.2 -0.1 -0.2
H -0.74539 -1.56055 0.84812 -0.7 1.0 1.2
H 0.33970 1.62043 1.31363 -1.7 -3.3 0.7
H -1.21773 0.97314 1.56479 -9.3 3.7 -0.2
H -0.07021 0.29479 2.70967 -0.8 0.7 -2.2
```
Forces are in eV/Å.

C4H34O16 | ωB97M-V/def2-TZVPD

Computed properties:
* charge: 0

The geometry in XYZ format:
```
54
Properties=species:S:1:pos:R:3:forces:R:3
O -2.08334 -2.95853 0.92666 -0.7 0.9 0.3
C -1.62162 -2.24861 0.06604 -0.5 -3.1 -0.6
O -2.35794 -1.82797 -0.99703 -0.4 -0.1 0.3
C -0.17516 -2.23280 -0.17665 1.7 3.5 -0.3
C 0.21355 -0.77616 -0.72104 -1.2 0.4 -0.9
C -0.34877 0.37050 0.14826 -0.9 -3.1 -0.9
O 1.58928 -0.54491 -0.83117 1.2 1.3 -2.0
H -3.20732 -2.31755 -0.95943 0.4 0.5 0.1
H 0.03667 -2.93179 -0.98005 0.0 -0.4 0.2
H 0.38877 -2.36699 0.74943 -0.1 -0.5 -0.2
H -0.31173 -0.66491 -1.71192 0.6 -0.2 0.7
H 0.30515 0.70399 0.92506 0.1 -0.4 0.7
H -1.33811 -0.04630 0.40790 0.3 1.0 0.8
H -0.50259 1.18655 -0.49098 -0.2 0.8 -0.7
H 1.98217 -0.53035 -1.76503 -1.4 -0.1 2.0
H 1.35680 2.67252 0.82227 0.1 -0.4 0.5
H -0.30516 2.63447 0.82793 1.8 0.4 0.6
O 0.54159 2.99209 0.43702 -1.2 0.9 0.1
H -2.12387 1.07322 2.94611 0.5 -1.1 -0.5
H -1.12792 -0.11064 2.67224 0.3 0.2 -0.1
O -2.01639 0.09890 2.94917 -0.9 0.1 0.8
H 1.99136 -2.51064 -1.43869 0.8 -0.3 0.7
H 3.04846 -3.39919 -0.64835 -0.4 0.3 -0.3
O 2.64086 -2.51449 -0.70989 0.8 -2.0 -0.7
H 1.48168 0.20833 2.53025 0.3 -0.4 -0.2
H 2.02400 1.29173 3.39349 0.2 0.3 0.1
O 2.17285 0.88368 2.53585 -0.8 -0.4 0.6
H 0.12823 2.96519 -1.10008 1.5 0.9 -1.0
H -0.37552 2.56285 -2.41868 0.8 0.8 -0.2
O 0.35682 3.13422 -2.07633 -1.9 -1.6 0.2
H -4.98820 0.40936 -0.21204 -0.5 -0.7 0.4
H -3.83133 -0.51468 0.51028 -0.9 0.4 -0.2
O -4.07501 0.29158 0.02663 1.2 0.6 -0.2
H -2.12629 3.08084 2.11312 -0.1 0.6 0.0
H -2.08064 2.48209 0.65388 -0.4 -0.2 0.5
O -1.78012 2.36007 1.59243 -0.1 0.2 -0.4
H 3.54735 1.50156 1.58716 0.2 0.8 0.2
H 3.48162 1.96454 0.20720 0.4 0.7 0.1
O 3.78315 2.30308 1.07303 -0.4 -1.1 -0.8
H -2.80409 1.59377 -1.27738 0.6 1.5 0.8
H -2.83065 3.18994 -1.29889 -0.3 0.2 -0.3
O -2.32173 2.43786 -1.00144 -0.6 -1.6 -0.7
H 4.10811 -1.51123 2.11452 0.1 0.2 -0.2
H 3.36855 -1.88561 0.79035 -0.2 0.1 0.2
O 3.59385 -2.19468 1.68149 0.6 -0.2 0.2
H 2.29055 -2.54426 3.20938 0.0 0.1 -0.5
H 0.95869 -3.24527 3.00343 -0.2 0.0 0.1
O 1.34931 -2.37119 3.08481 -0.4 0.0 0.4
H -0.96720 -1.03715 -4.63206 0.3 -0.1 -0.2
H -1.22528 0.36870 -4.12575 0.4 0.3 -0.1
O -1.53352 -0.53172 -4.05155 -0.6 -0.3 0.3
H 1.49842 1.31236 -3.16837 0.1 -0.7 -0.3
H 0.81441 1.99120 -4.15974 -0.2 0.2 -0.9
O 1.18989 1.10682 -4.07890 0.1 0.7 1.3
```
Forces are in eV/Å.

Kohn-Sham gap in Ha, matching the order above: 0.289; 0.345; 0.434; 0.362
LUMO level in Eh, matching the order above: 0.0057; -0.0077; 0.0466; -0.0021
Electronic energy in eV, matching the order above: -113298.497; -42064.446; -4305.746; -37458.322